# 1
18
Properties=species:S:1:pos:R:3:lowdin_charge:R:1 method="wB97M-V/def2-TZVPD" gap_ha=0.383 e_above_lowest_kcal_mol=19.0 total_energy_ha=-326.482802 max_force_ev_per_a=1.9 charge=+1
C 0.684 0.575 -0.597 -0.141
C -0.447 0.729 0.392 -0.177
C -0.138 1.896 1.353 -0.235
O -0.883 1.778 2.566 -0.030
N 0.422 -0.601 -1.523 0.173
H 0.837 1.423 -1.259 0.141
H 1.617 0.309 -0.105 0.137
H -0.722 -0.233 0.833 0.127
H -1.406 0.977 -0.086 0.125
H -0.316 2.858 0.877 0.130
H 0.903 1.748 1.652 0.125
H -1.772 1.718 2.274 0.066
H -0.363 -0.374 -2.146 0.172
H 1.179 -0.695 -2.200 0.170
H 0.139 -1.491 -1.071 0.101
H 0.836 -3.652 -0.059 0.072
H -0.652 -3.794 -0.495 0.079
O 0.081 -3.171 -0.406 -0.034

=====

# 2
19
Properties=species:S:1:pos:R:3:lowdin_charge:R:1 method="wB97M-V/def2-TZVPD" gap_ha=0.280 e_above_lowest_kcal_mol=37.5 total_energy_ha=-401.955935 max_force_ev_per_a=4.2 charge=-1
C -1.863 -1.305 -0.702 -0.377
N -1.433 -0.220 0.053 -0.065
C -0.491 -0.512 1.192 -0.418
O 0.531 0.419 1.130 -0.352
C -0.857 -2.092 -1.546 -0.098
H -2.695 -0.944 -1.328 0.099
H -2.442 -2.031 -0.238 0.073
H -0.920 0.460 -0.612 0.143
H -0.957 -0.580 2.164 0.063
H 0.001 -1.571 1.276 0.106
H -0.308 -2.861 -0.936 0.076
H -1.293 -2.740 -2.202 0.012
H -0.149 -1.474 -2.067 0.065
H 0.407 2.098 0.711 0.021
H 1.635 2.758 0.173 0.012
O 0.655 2.967 0.196 -0.184
H 1.888 0.340 0.219 -0.090
H 2.798 1.246 -0.562 -0.018
O 2.731 0.401 -0.155 -0.067

=====

# 3
19
Properties=species:S:1:pos:R:3:lowdin_charge:R:1 method="wB97M-V/def2-TZVPD" gap_ha=0.421 e_above_lowest_kcal_mol=61.8 total_energy_ha=-401.650418 max_force_ev_per_a=7.0 charge=+1
C 0.234 1.277 -0.459 -0.305
O -0.585 2.364 -0.440 -0.111
C -0.812 0.121 -0.365 -0.163
C -0.267 -1.297 -0.362 -0.210
O -1.042 -2.008 0.494 -0.004
N -1.488 0.418 1.052 0.228
H 1.096 1.303 0.338 0.154
H 0.764 1.144 -1.494 0.164
H 0.023 3.171 -0.899 0.228
H -1.554 0.332 -1.198 0.181
H -0.081 -1.919 -1.269 0.174
H 0.630 -1.231 0.151 0.077
H -1.488 -2.690 0.172 0.046
H -1.932 -0.516 1.362 0.187
H -0.892 0.752 1.809 0.170
H -2.235 1.064 0.933 0.140
H 3.429 -0.073 -0.173 -0.026
H 3.297 -1.477 0.319 0.001
O 2.902 -0.735 0.029 0.071

=====

# 4
20
Properties=species:S:1:pos:R:3:lowdin_charge:R:1 method="wB97M-V/def2-TZVPD" gap_ha="0.372 / 0.236" e_above_lowest_kcal_mol=14.8 total_energy_ha=-477.109723 max_force_ev_per_a=2.4 charge=0 multiplicity=2
N 1.171 1.816 -0.709 0.035
C 0.579 0.504 -0.839 -0.286
C -0.977 0.560 -0.753 -0.211
O -1.548 -0.338 -1.676 -0.066
C 1.137 -0.260 0.469 -0.226
O 0.295 -1.117 1.078 -0.036
H 1.049 2.400 -1.516 0.084
H 0.944 2.287 0.152 0.077
H 0.924 0.070 -1.760 0.139
H -1.343 0.373 0.270 0.114
H -1.323 1.521 -1.078 0.113
H -1.294 -1.241 -1.401 0.029
H 1.991 -0.869 0.098 0.159
H 1.494 0.503 1.175 0.114
H 0.183 -2.987 -1.074 0.062
H -0.401 -2.183 0.105 -0.001
O -0.649 -2.665 -0.713 -0.051
H -0.741 -0.044 2.175 -0.025
H -0.486 1.240 3.019 0.034
O -1.006 0.430 2.978 -0.058